1.
Here is a cluster of 2 separate species, C2H6BN3 in total from the OMol25 dataset. Energies are from ωB97M-V with the def2-TZVPD basis set.

Output
LUMO	0.496	eV
largest force on an atom	4.21	eV Å⁻¹
E_HOMO	-9.146	eV
ΔE to the lowest compared entry with this formula, charge and spin	35.4	kJ/mol
frontier orbital gap	0.354	Ha
multiplicity	1

Geometry (Å):
N  -1.267  1.407  -0.803
N  -2.383  -0.690  0.288
N  2.703  0.836  -0.500
C  1.095  -0.668  0.742
C  1.960  0.020  0.046
B  -1.801  0.437  -0.308
H  -1.653  -1.320  0.558
H  0.506  -1.319  0.182
H  0.743  -0.408  1.683
H  3.722  0.718  -0.376
H  -0.755  2.255  -1.063
H  -2.870  -1.267  -0.450

=====

2.
Here is an isolated molecule of C5H8O2 from the OMol25 dataset. Energies are from ωB97M-V with the def2-TZVPD basis set.

Output
LUMO	0.799	eV
largest force on an atom	0.36	eV Å⁻¹
E_HOMO	-8.622	eV
ΔE to the lowest compared entry with this formula, charge and spin	547.6	kJ/mol
frontier orbital gap	0.346	Ha
multiplicity	1

Geometry (Å):
O  -1.274  -1.355  -0.407
O  2.383  -0.381  0.340
C  -0.776  -0.091  -0.055
C  0.366  0.502  -0.892
C  1.259  0.455  0.384
C  0.058  -0.056  1.225
C  -2.457  -0.604  -0.572
H  -0.294  0.619  2.009
H  0.707  -0.152  -1.701
H  0.204  1.507  -1.291
H  0.195  -1.059  1.635
H  -2.341  -0.095  -1.566
H  2.093  -1.269  0.093
H  1.634  1.434  0.691
H  -1.757  0.545  0.109

=====

3.
Here is a structure of composition C6H9NO from the OMol25 dataset. Energies are from ωB97M-V with the def2-TZVPD basis set.

Output
LUMO	-0.650	eV
largest force on an atom	8.92	eV Å⁻¹
E_HOMO	-8.848	eV
ΔE to the lowest compared entry with this formula, charge and spin	893.1	kJ/mol
frontier orbital gap	0.301	Ha
multiplicity	1

Geometry (Å):
O  -2.414  -0.679  -0.190
N  1.846  -1.152  -0.333
C  0.178  1.314  -0.722
C  -0.150  -0.190  0.971
C  -1.354  0.180  -0.004
C  -0.354  0.076  -0.966
C  0.450  -0.996  -0.350
C  0.683  1.149  0.566
H  -0.053  -0.267  2.003
H  -0.157  -1.873  -0.555
H  2.169  -0.174  -0.375
H  2.439  -1.476  0.629
H  -2.267  -1.096  1.249
H  1.227  1.990  1.093
H  0.580  2.104  -1.478
H  -0.994  -0.137  -1.807
H  -1.830  1.226  0.271

=====

4.
Here is a structure of composition C25H22Cl2N4O11V from the OMol25 dataset. Energies are from ωB97M-V with the def2-TZVPD basis set.

Output
LUMO (spin up / spin down)	2.412 / 2.411	eV
largest force on an atom	3.74	eV Å⁻¹
E_HOMO (spin up / spin down)	-6.203 / -6.213	eV
ΔE to the lowest compared entry with this formula, charge and spin	30.1	kJ/mol
total charge	-1
frontier orbital gap (spin up / spin down)	0.317 / 0.317	Ha
multiplicity	3

Geometry (Å):
V  0.295  -0.157  -0.394
Cl  -6.639  2.299  -2.689
Cl  -1.468  2.956  -4.226
O  1.119  -1.992  -3.874
O  -1.708  0.372  -1.178
O  3.886  -0.915  1.345
O  -0.786  -1.771  0.811
O  -2.610  -0.334  0.706
O  -0.799  3.247  1.453
O  4.096  1.050  -5.403
O  0.203  -1.462  -1.892
O  0.072  1.603  0.219
O  1.980  -0.918  0.170
O  2.902  -0.818  -5.374
N  0.624  0.066  2.175
N  -3.812  1.328  -3.664
N  1.463  0.705  -1.692
N  2.245  1.774  -1.687
C  -5.199  -0.566  -4.097
C  0.971  -1.272  -2.882
C  0.379  -1.200  2.845
C  -2.686  0.268  -0.388
C  -4.611  0.265  -3.152
C  3.021  1.807  -2.784
C  -5.424  4.643  -3.059
C  -6.132  -1.914  -2.363
C  2.734  0.678  -3.525
C  -5.542  -1.095  -1.415
C  -4.111  0.822  -0.695
C  -4.388  5.497  -3.377
C  -0.828  -1.894  2.216
C  -0.235  1.175  2.535
C  -3.166  4.959  -3.740
C  2.038  0.389  2.151
C  -5.255  3.270  -3.110
C  -4.032  2.674  -3.483
C  -4.771  0.005  -1.779
C  -3.004  3.591  -3.782
C  -0.365  2.120  1.316
C  1.746  0.007  -2.775
C  3.309  0.320  -4.846
C  2.734  -0.570  1.147
C  -5.960  -1.654  -3.709
H  -4.062  1.880  -0.950
H  2.121  2.474  -0.971
H  2.178  1.412  1.795
H  2.217  -1.312  -4.823
H  -6.414  -2.292  -4.456
H  -4.531  6.568  -3.345
H  -1.631  -1.266  0.591
H  3.716  2.602  -2.988
H  2.518  0.289  3.132
H  -5.053  -0.343  -5.145
H  -0.814  -2.955  2.483
H  0.141  1.752  3.389
H  -4.656  0.703  0.238
H  -1.758  -1.458  2.597
H  -6.712  -2.772  -2.048
H  -1.243  0.820  2.761
H  -5.666  -1.326  -0.364
H  -2.838  1.077  -3.764
H  0.232  -1.069  3.926
H  -2.331  5.596  -3.993
H  1.256  -1.831  2.689
H  -6.392  5.031  -2.773

=====

What did the second record say?
Here is an isolated molecule of C5H8O2 from the OMol25 dataset. Energies are from ωB97M-V with the def2-TZVPD basis set.

Output
LUMO	0.799	eV
largest force on an atom	0.36	eV Å⁻¹
E_HOMO	-8.622	eV
ΔE to the lowest compared entry with this formula, charge and spin	547.6	kJ/mol
frontier orbital gap	0.346	Ha
multiplicity	1

Geometry (Å):
O  -1.274  -1.355  -0.407
O  2.383  -0.381  0.340
C  -0.776  -0.091  -0.055
C  0.366  0.502  -0.892
C  1.259  0.455  0.384
C  0.058  -0.056  1.225
C  -2.457  -0.604  -0.572
H  -0.294  0.619  2.009
H  0.707  -0.152  -1.701
H  0.204  1.507  -1.291
H  0.195  -1.059  1.635
H  -2.341  -0.095  -1.566
H  2.093  -1.269  0.093
H  1.634  1.434  0.691
H  -1.757  0.545  0.109